--- i ---
This record from the Open Molecules 2025 dataset describes a cluster of 10 separate species, C26H75N3O17 in total. The level of theory is the ωB97M-V functional and the def2-TZVPD basis.

Positions of all 121 atoms, in Å:
C -4.714 -2.842 5.648
C -3.437 -2.260 5.179
C -3.432 -0.704 5.259
O -3.363 -0.181 6.628
C -2.635 0.994 6.528
N -2.354 -2.845 6.018
H -4.707 -3.873 5.293
H -5.580 -2.335 5.223
H -4.889 -2.870 6.724
H -3.281 -2.575 4.147
H -4.323 -0.411 4.704
H -2.562 -0.536 4.624
H -1.678 0.906 6.013
H -2.490 1.370 7.541
H -3.214 1.742 5.988
H -2.513 -2.379 6.899
H -1.434 -2.536 5.741
C 2.360 5.809 1.530
C 1.930 6.304 2.973
C 2.979 6.436 4.046
O 2.383 6.879 5.302
C 3.455 7.534 6.127
N 1.315 7.542 2.772
H 1.498 5.847 0.863
H 2.718 4.792 1.693
H 3.227 6.236 1.026
H 1.119 5.738 3.431
H 3.679 7.218 3.752
H 3.634 5.568 4.120
H 3.081 7.808 7.114
H 3.918 8.307 5.514
H 4.251 6.836 6.385
H 1.059 7.841 3.702
H 0.500 7.345 2.208
C -5.527 -3.399 -5.255
C -6.377 -2.308 -5.781
C -7.681 -2.002 -5.061
O -8.553 -1.216 -5.986
C -9.435 -0.355 -5.273
N -5.570 -1.106 -5.915
H -4.846 -3.779 -6.016
H -6.068 -4.271 -4.889
H -4.949 -3.073 -4.390
H -6.731 -2.432 -6.805
H -7.434 -1.397 -4.189
H -8.250 -2.894 -4.799
H -10.029 -1.087 -4.725
H -10.160 0.189 -5.879
H -8.812 0.410 -4.810
H -5.914 -0.326 -6.456
H -5.773 -0.763 -4.987
C 7.907 0.675 -2.165
C 8.977 0.050 -3.105
O 9.000 -1.385 -3.030
O 6.593 0.531 -2.738
H 8.028 1.739 -1.961
H 7.830 0.317 -1.138
H 9.922 0.473 -2.763
H 8.834 0.336 -4.147
H 9.590 -1.726 -2.354
H 6.300 -0.355 -2.965
C -1.429 -6.506 0.874
C -2.527 -7.438 0.448
O -3.160 -7.999 1.619
O -0.738 -6.008 -0.283
H -0.697 -7.058 1.463
H -1.866 -5.651 1.390
H -1.943 -8.217 -0.043
H -3.319 -7.008 -0.165
H -2.569 -8.611 2.063
H 0.061 -5.590 0.048
C -3.400 3.931 -1.950
C -4.123 2.848 -2.885
O -4.714 1.785 -2.024
O -4.487 4.473 -1.211
H -3.000 4.786 -2.496
H -2.627 3.436 -1.363
H -3.301 2.500 -3.511
H -4.865 3.282 -3.555
H -4.010 1.238 -1.669
H -5.027 3.740 -0.906
C 5.244 -4.628 -2.450
C 5.589 -4.461 -0.994
O 4.461 -4.763 -0.190
O 4.580 -3.494 -3.000
H 4.593 -5.499 -2.521
H 6.201 -4.652 -2.971
H 6.052 -3.519 -0.702
H 6.362 -5.207 -0.808
H 4.459 -5.723 -0.171
H 3.930 -3.793 -3.640
C 3.834 0.772 6.320
C 3.502 -0.600 6.925
O 2.637 -1.365 6.055
O 4.317 0.692 4.974
H 4.465 1.398 6.951
H 3.000 1.472 6.375
H 3.001 -0.531 7.891
H 4.455 -1.128 6.959
H 3.080 -1.236 5.214
H 4.239 1.568 4.590
C 1.015 -0.652 -0.066
C 0.061 -1.097 -1.203
O -1.259 -1.572 -0.769
O 1.237 -1.635 0.975
H 0.585 0.217 0.433
H 1.887 -0.368 -0.656
H 0.519 -2.019 -1.563
H 0.020 -0.381 -2.023
H -1.098 -2.368 -0.258
H 1.860 -2.296 0.666
C 1.564 2.780 -6.096
C 2.534 3.228 -7.243
O 2.149 2.773 -8.581
O 0.255 3.140 -6.550
H 1.928 3.152 -5.138
H 1.411 1.701 -6.088
H 3.528 2.851 -6.999
H 2.585 4.317 -7.217
H 1.430 3.342 -8.864
H 0.159 4.096 -6.551

The lowest unoccupied orbital energy is 0.0011 Eh. Its gap between HOMO and LUMO is 9.09 eV. The structure (SMILES) is COC[C@H](C)N.COC[C@H](C)N.COC[C@H](C)N.OCCO.OCCO.OCCO.OCCO.OCCO.OCCO.OCCO. As for the net charge: 0.

--- ii ---
This record from the Open Molecules 2025 dataset describes a cluster of 10 separate species, C26H75N3O17 in total. The level of theory is the ωB97M-V functional and the def2-TZVPD basis.

Positions of all 121 atoms, in Å:
C -3.288 4.108 -2.080
C -1.849 3.770 -2.313
O -1.233 4.533 -3.388
O -3.448 5.500 -1.538
H -3.728 3.476 -1.309
H -3.974 3.962 -2.914
H -1.874 2.714 -2.580
H -1.264 3.824 -1.395
H -0.290 4.399 -3.264
H -3.172 6.185 -2.152
C 1.655 3.021 1.806
C 2.532 2.110 0.884
O 3.200 1.158 1.687
O 2.369 3.785 2.756
H 0.926 2.426 2.354
H 1.072 3.710 1.195
H 3.239 2.708 0.309
H 1.884 1.636 0.147
H 3.590 1.731 2.351
H 2.510 3.206 3.508
C 0.072 -5.396 0.644
C 1.088 -4.194 0.691
O 0.357 -3.036 0.342
O -0.883 -5.303 1.690
H 0.566 -6.365 0.716
H -0.254 -5.339 -0.395
H 1.989 -4.378 0.106
H 1.494 -4.126 1.701
H 0.779 -2.282 0.760
H -1.356 -6.138 1.669
C -4.109 -1.612 0.306
C -2.779 -2.140 0.814
O -3.035 -3.508 1.177
O -3.879 -0.364 -0.351
H -4.842 -1.557 1.110
H -4.487 -2.367 -0.385
H -2.320 -1.561 1.615
H -2.034 -2.046 0.024
H -2.219 -4.004 1.267
H -4.760 -0.021 -0.518
C 2.087 -1.658 3.954
C 1.078 -0.970 3.035
O 1.385 -0.935 1.654
O 3.287 -0.839 4.027
H 2.377 -2.649 3.604
H 1.669 -1.815 4.948
H 0.787 0.047 3.298
H 0.191 -1.559 3.266
H 2.190 -0.413 1.693
H 3.925 -1.412 4.459
C -1.017 1.091 0.197
C -0.550 0.364 -1.016
O 0.201 1.104 -1.886
O -2.199 1.863 0.075
H -0.245 1.809 0.473
H -1.124 0.420 1.049
H -1.387 -0.124 -1.515
H 0.109 -0.432 -0.670
H 0.231 0.633 -2.722
H -2.904 1.240 -0.118
C 1.882 4.053 -4.437
C 2.391 3.332 -3.152
O 1.505 3.468 -2.026
O 0.803 3.298 -5.048
H 2.771 4.225 -5.044
H 1.529 4.999 -4.027
H 3.198 3.948 -2.754
H 2.863 2.352 -3.221
H 0.951 2.693 -1.907
H 0.609 3.729 -5.883
C -1.922 -0.527 7.690
C -2.100 -1.501 6.482
C -2.671 -0.844 5.200
O -1.761 0.081 4.644
C -2.191 1.101 3.754
N -0.704 -1.985 6.211
H -1.321 0.348 7.442
H -1.523 -1.056 8.555
H -2.847 -0.049 8.011
H -2.718 -2.300 6.892
H -3.611 -0.307 5.319
H -2.852 -1.670 4.512
H -2.916 0.641 3.083
H -1.278 1.475 3.289
H -2.631 1.923 4.318
H -0.762 -2.911 5.813
H -0.489 -1.389 5.424
C -0.920 -1.685 -4.840
C -0.792 -0.213 -5.175
C -2.023 0.644 -4.650
O -3.202 0.368 -5.378
C -4.454 0.834 -4.733
N 0.424 0.282 -4.641
H -0.863 -1.781 -3.756
H -0.123 -2.266 -5.304
H -1.839 -2.088 -5.266
H -0.788 -0.146 -6.263
H -1.720 1.688 -4.577
H -2.123 0.428 -3.586
H -4.615 0.237 -3.836
H -5.271 0.574 -5.406
H -4.590 1.900 -4.549
H 0.488 1.274 -4.817
H 1.131 -0.113 -5.244
C 4.875 -2.319 0.797
C 5.091 -1.329 -0.354
C 3.750 -0.988 -1.126
O 3.421 -2.080 -1.975
C 2.209 -1.941 -2.735
N 5.507 -0.109 0.273
H 4.045 -2.052 1.451
H 5.767 -2.566 1.373
H 4.532 -3.276 0.403
H 5.934 -1.514 -1.019
H 3.945 -0.097 -1.723
H 2.937 -0.714 -0.454
H 1.988 -2.897 -3.209
H 2.213 -1.128 -3.461
H 1.347 -1.738 -2.100
H 4.921 0.161 1.050
H 6.259 -0.466 0.844

The lowest unoccupied orbital energy is 0.0171 Eh. Its gap between HOMO and LUMO is 9.58 eV. The structure (SMILES) is COC[C@H](C)N.COC[C@H](C)N.COC[C@H](C)N.OCCO.OCCO.OCCO.OCCO.OCCO.OCCO.OCCO. As for the net charge: 0.

Q: What are the energies relative to the best structure? A: i 0.1529; ii 0.0000, in hartree.

--- i ---
This record from the Open Molecules 2025 dataset describes a structure of composition C4H12N4Si3. The level of theory is the ωB97M-V functional and the def2-TZVPD basis.

Positions of all 23 atoms, in Å:
C 2.558 -0.715 -1.643
C -1.545 -0.728 -1.269
C 3.172 -1.041 -0.217
C -2.370 -0.927 -0.105
N 1.925 0.387 -1.855
N -1.339 0.405 -1.863
N 2.794 0.232 0.479
N -2.977 0.292 0.111
Si 1.884 1.422 -0.360
Si -1.944 1.446 -0.595
Si -0.040 2.523 0.330
H 2.639 -1.518 -2.376
H -0.926 -1.538 -1.576
H 2.787 -1.899 0.283
H 4.173 -1.159 -0.287
H -2.980 -1.794 -0.276
H -1.550 -1.118 0.640
H 2.994 0.135 1.437
H -3.205 0.428 1.087
H -0.056 0.046 1.011
H -2.916 2.348 -1.080
H 0.134 3.808 -0.317
H -0.100 2.888 1.809

The lowest unoccupied orbital energy (alpha / beta) is -0.0509 / -0.0588 Eh. Its gap between HOMO and LUMO (alpha / beta) is 6.16 / 5.20 eV. As for the net charge: 0.

--- ii ---
This record from the Open Molecules 2025 dataset describes a structure of composition C4H12N4Si3. The level of theory is the ωB97M-V functional and the def2-TZVPD basis.

Positions of all 23 atoms, in Å:
C 2.337 0.078 -2.298
C -2.818 1.863 0.819
C 3.084 -0.958 -1.555
C -1.877 1.836 1.996
N 1.169 0.307 -2.017
N -2.501 1.676 -0.362
N 2.067 -1.572 -0.723
N -0.642 1.235 1.463
Si 0.469 -0.969 -0.974
Si -1.790 0.910 -1.660
Si -0.321 -0.391 1.212
H 2.812 0.669 -3.121
H -3.830 2.116 1.097
H 3.553 -1.456 -2.441
H 3.889 -0.524 -0.995
H -1.810 2.857 2.285
H -2.379 1.298 2.799
H 2.619 -2.163 -0.051
H -0.600 1.785 0.618
H -0.046 -1.972 -1.828
H -1.842 2.282 -2.394
H 0.580 -0.693 2.278
H -1.580 -1.061 1.183

The lowest unoccupied orbital energy is -0.0008 Eh. Its gap between HOMO and LUMO is 8.23 eV. As for the net charge: 0.

Q: What are the energies relative to the best structure? A: i 0.0786; ii 0.0000, in hartree.

--- i ---
This record from the Open Molecules 2025 dataset describes the molecule C2H5BrS. The level of theory is the ωB97M-V functional and the def2-TZVPD basis.

Positions of all 9 atoms, in Å:
C -0.252 -0.638 0.848
C -0.269 0.185 -0.439
S 1.520 -0.109 -1.211
Br -0.544 2.044 0.014
H -0.554 -1.710 0.568
H 0.672 -0.704 1.315
H -1.045 -0.162 1.507
H -1.157 -0.057 -0.970
H 1.629 1.151 -1.632

The lowest unoccupied orbital energy (alpha / beta) is 0.0268 / -0.1163 Eh. Its gap between HOMO and LUMO (alpha / beta) is 6.07 / 6.84 eV. As for the spin multiplicity: 3. As for the net charge: 0.

--- ii ---
This record from the Open Molecules 2025 dataset describes a structure of composition C2H5BrS. The level of theory is the ωB97M-V functional and the def2-TZVPD basis.

Positions of all 9 atoms, in Å:
C -0.639 -0.659 -0.638
C 0.420 0.070 0.111
S 0.146 1.689 -0.073
Br 2.203 -0.410 0.024
H -0.464 -0.816 -1.657
H -0.950 -1.565 -0.082
H -1.576 -0.063 -0.565
H -0.372 -0.112 2.226
H 1.231 1.867 0.655

The lowest unoccupied orbital energy (alpha / beta) is 0.0298 / -0.0413 Eh. Its gap between HOMO and LUMO (alpha / beta) is 8.16 / 8.77 eV. As for the spin multiplicity: 3. As for the net charge: 0.

Q: What are the energies relative to the best structure? A: i 0.0000; ii 0.0068, in hartree.